Record 1
A molecular structure, CH3NOS in a non-equilibrium geometry. Source: the OMol25 dataset; level of theory: ωB97M-V/def2-TZVPD.

The total energy is -567.97186 hartree. The value obtained for the HOMO-LUMO gap is 9.9127 eV. Its energy above the lowest of the compared OMol25 structures with the same formula, charge and spin is 3.5075 eV.

Last column: Löwdin charge in e.
Geometry (Å):
1 C 1.252 0.004 -0.036  0.06
2 N -0.574 -0.493 0.369  -0.38
3 O -2.977 -0.229 0.007  -0.53
4 S -1.685 0.423 -0.050  0.75
5 H 0.909 0.981 -0.271  -0.01
6 H 1.330 -0.520 -0.977  0.04
7 H 1.745 -0.165 0.958  0.07



Record 2
2 unconnected molecules or ions with the total composition C3H12N4O in a non-equilibrium geometry. Source: the OMol25 dataset; level of theory: ωB97M-V/def2-TZVPD.

Its charge is +2. The total energy is -415.06848 hartree. The value obtained for the HOMO-LUMO gap is 9.6369 eV. Its energy above the lowest of the compared OMol25 structures with the same formula, charge and spin is 2.4664 eV.

Last column: Löwdin charge in e.
Geometry (Å):
1 C -2.293 -0.077 0.068  -0.26
2 C 0.601 0.411 -0.048  -0.25
3 C -0.722 -0.143 0.580  0.03
4 N -3.179 -0.985 0.147  0.27
5 N -0.138 1.096 1.131  0.22
6 N -2.604 1.106 -0.341  0.23
7 N 3.211 -0.874 0.065  0.01
8 O 0.569 1.221 -1.042  0.10
9 H 1.541 -0.078 0.214  0.10
10 H -0.522 -1.055 1.143  0.16
11 H -2.988 -1.914 0.476  0.16
12 H -4.125 -0.623 0.076  0.18
13 H 0.308 1.321 1.959  0.17
14 H -0.534 1.910 0.753  0.14
15 H -1.790 1.738 -0.409  0.12
16 H -3.314 1.495 -0.990  0.20
17 H 4.168 -0.442 0.281  0.10
18 H 3.391 -1.722 0.571  0.04
19 H 3.090 -1.187 -0.892  0.05
20 H 1.252 0.983 -1.770  0.22